*1*
DFT (ωB97M-V/def2-TZVPD) results for a 2-piece molecular cluster, C6H8N2S overall.

Each line ends with the natural charge from an NBO analysis.
Atoms and positions in Å:
C: -1.623 -1.290 -0.604  0.28
C: -2.136 0.884 0.358  0.26
C: 0.982 1.702 -1.008  -0.69
C: 1.116 -1.761 1.296  -0.74
C: -1.676 0.091 -0.689  -0.56
C: 0.665 0.590 -0.080  -0.18
N: -1.462 -2.431 -0.548  -0.37
N: -2.439 1.576 1.227  -0.37
S: 1.497 -0.891 -0.256  0.42
H: 1.914 2.176 -0.685  0.25
H: 1.126 1.343 -2.026  0.23
H: 0.200 2.456 -0.983  0.25
H: 0.180 -2.299 1.179  0.27
H: 1.056 -1.048 2.112  0.23
H: 1.927 -2.466 1.463  0.24
H: -1.684 0.524 -1.683  0.27
H: 0.357 0.846 0.926  0.23

Properties
Orbital gap (alpha / beta), Eh: 0.2713 / 0.2715

*2*
DFT (ωB97M-V/def2-TZVPD) results for one molecule with the formula C6H8N2S.

Each line ends with the natural charge from an NBO analysis.
Atoms and positions in Å:
C: 0.198 -1.871 -0.445  0.29
C: -0.556 -0.436 1.242  -0.36
C: -1.894 -0.234 1.101  -0.30
C: -0.075 0.445 -1.188  0.29
C: 0.270 -0.485 0.006  -0.26
C: 1.761 -0.141 0.231  -0.56
N: 0.195 -2.959 -0.757  -0.30
N: -0.049 1.832 -1.044  -0.74
S: -2.739 -0.009 -0.370  -0.20
H: -0.127 -0.326 2.147  0.21
H: -2.556 -0.309 2.028  0.23
H: -0.233 0.015 -2.154  0.23
H: 1.807 0.905 0.145  0.20
H: 2.297 -0.590 -0.502  0.22
H: 2.110 -0.465 1.210  0.23
H: -0.570 2.493 -1.553  0.42
H: 0.161 2.136 -0.098  0.40

Properties
Orbital gap (alpha / beta), Eh: 0.2472 / 0.2473

Most stable structure, least stable structure: *1*, *2*.

*1*
DFT (ωB97M-V/def2-TZVPD) results for one molecule with the formula C4H2OS.

Each line ends with the natural charge from an NBO analysis.
Atoms and positions in Å:
C: 0.659 0.565 0.128  -0.32
C: 0.323 -0.751 0.059  0.09
C: 2.048 0.519 -0.060  -0.26
C: 2.418 -0.773 -0.064  0.15
O: 1.403 -1.627 0.018  -0.38
S: 3.841 0.376 0.016  0.27
H: 0.271 1.560 0.058  0.25
H: -0.548 -1.241 0.249  0.20

Properties
SMILES: c1cc2c(o1)S2
Orbital gap, Eh: 0.2754

*2*
DFT (ωB97M-V/def2-TZVPD) results for C4H2OS as an isolated structure.

Each line ends with the natural charge from an NBO analysis.
Atoms and positions in Å:
C: -1.105 -0.640 0.143  -0.56
C: 0.561 1.068 -0.362  -0.57
C: -0.005 -1.238 0.465  0.38
C: 1.356 0.099 -0.042  0.34
O: 1.314 -1.118 0.483  -0.42
S: -1.167 1.023 -0.397  0.33
H: -1.950 -1.179 0.129  0.25
H: 0.996 1.987 -0.420  0.25

Properties
Orbital gap (alpha / beta), Eh: 0.2457 / 0.2452

Most stable structure, least stable structure: *1*, *2*.

*1*
DFT (ωB97M-V/def2-TZVPD) results for an isolated ion of composition CH4ClNO2P and charge -1.

Each line ends with the natural charge from an NBO analysis.
Atoms and positions in Å:
C: 0.533 0.014 1.185  -0.44
N: 0.803 -0.124 -0.297  -0.99
O: -0.322 -0.098 -2.581  -1.16
O: -0.993 1.737 -0.915  -1.15
P: -0.565 0.393 -1.267  2.31
Cl: -2.059 -0.872 -0.363  -0.53
H: 0.158 1.086 1.537  0.22
H: -0.207 -0.735 1.655  0.18
H: 1.545 -0.282 1.612  0.17
H: 1.107 -1.119 -0.567  0.38

Properties
SMILES: CN[P@](=O)([O-])Cl
Net charge: -1
Orbital gap, Eh: 0.3433

*2*
DFT (ωB97M-V/def2-TZVPD) results for CH4ClNO2P as an isolated structure.

Each line ends with the natural charge from an NBO analysis.
Atoms and positions in Å:
C: -0.607 -1.091 -0.308  -0.78
N: 2.196 0.581 0.045  -1.22
O: 0.377 1.736 -1.524  -1.14
O: 1.568 -0.398 -2.285  -1.18
P: 1.009 0.433 -1.195  2.27
Cl: -1.061 -0.672 1.301  -0.11
H: -1.497 -1.126 -1.009  0.20
H: 0.012 -2.085 -0.225  0.19
H: 2.942 -0.189 -0.002  0.38
H: 1.883 0.675 1.000  0.38

Properties
Net charge: -1
Orbital gap, Eh: 0.2846

Most stable structure, least stable structure: *1*, *2*.

*1*
DFT (ωB97M-V/def2-TZVPD) results for an isolated ion of composition C11H17N2O and charge +1.

Each line ends with the natural charge from an NBO analysis.
Atoms and positions in Å:
C: -1.093 0.742 -0.003  -0.25
C: -0.360 -1.537 -0.628  0.72
C: -2.215 1.167 -0.970  -0.22
C: -3.041 -0.043 -1.281  -0.41
C: -3.197 0.377 1.097  -0.41
C: -1.264 -0.716 0.203  -0.36
C: -2.307 1.457 0.476  -0.20
C: -2.827 -0.702 0.108  -0.18
C: 3.761 -0.380 1.529  -0.60
C: 3.139 1.032 -0.650  -0.57
C: 3.043 -0.390 0.110  -0.12
N: 1.111 -1.386 -0.406  -0.24
N: 1.711 -0.461 0.254  0.13
O: -0.565 -2.333 -1.493  -0.44
H: -0.129 1.052 -0.110  0.22
H: -1.931 1.807 -1.809  0.24
H: -3.994 0.278 -1.469  0.22
H: -2.686 -0.667 -2.052  0.22
H: -2.935 0.218 2.114  0.22
H: -4.169 0.835 1.028  0.24
H: -1.014 -1.129 1.102  0.24
H: -2.336 2.499 0.835  0.25
H: -3.286 -1.761 0.227  0.25
H: 4.100 -1.306 1.824  0.24
H: 4.654 0.203 1.497  0.25
H: 3.278 0.159 2.296  0.24
H: 4.040 1.247 -1.179  0.26
H: 3.059 1.773 0.129  0.24
H: 2.456 1.226 -1.392  0.23
H: 3.429 -1.180 -0.479  0.20
H: 1.568 -2.079 -0.909  0.40

Properties
SMILES: CC(C)/N=[NH+]/C(=O)[C@@H]1[C@H]2C[C@@H]3[C@H](C2)[C@@H]31
Net charge: +1
Orbital gap, Eh: 0.2507

*2*
DFT (ωB97M-V/def2-TZVPD) results for an isolated ion of composition C11H17N2O and charge +1.

Each line ends with the natural charge from an NBO analysis.
Atoms and positions in Å:
C: -3.955 -0.760 -0.180  -0.20
C: -2.897 -1.681 0.163  -0.18
C: -3.666 0.557 -0.414  -0.18
C: -1.628 -1.237 0.004  -0.29
C: -2.317 1.029 -0.573  -0.23
C: -1.344 0.078 -0.450  0.23
C: 3.044 -1.345 -0.685  -0.42
C: 2.187 -1.914 0.354  -0.42
C: 1.559 -0.994 -0.660  -0.11
C: 0.482 2.097 1.257  -0.66
C: 0.968 0.705 1.151  -0.26
N: 2.048 1.545 -0.968  -0.56
N: 1.026 0.346 -0.238  0.18
O: -0.160 0.615 -0.938  -0.34
H: -5.031 -1.013 -0.320  0.24
H: -3.097 -2.744 0.550  0.25
H: -4.471 1.256 -0.507  0.23
H: -0.713 -1.726 0.457  0.22
H: -2.192 2.094 -0.575  0.24
H: 3.774 -0.595 -0.476  0.24
H: 3.399 -1.761 -1.648  0.26
H: 1.939 -2.962 0.059  0.26
H: 2.292 -1.537 1.425  0.26
H: 1.060 -1.448 -1.435  0.25
H: 0.903 2.341 2.243  0.25
H: 1.043 2.717 0.686  0.23
H: -0.564 2.409 1.489  0.26
H: 0.327 0.163 1.785  0.26
H: 2.062 0.623 1.560  0.25
H: 2.538 0.955 -1.566  0.36
H: 1.382 2.187 -1.547  0.40

Properties
SMILES: CC[N@+](N)(Oc1ccccc1)C1CC1
Net charge: +1
Orbital gap, Eh: 0.3307

Most stable structure, least stable structure: *1*, *2*.

*1*
DFT (ωB97M-V/def2-TZVPD) results for CH3FIN as an isolated structure.

Each line ends with the natural charge from an NBO analysis.
Atoms and positions in Å:
C: -0.305 -0.051 0.017  -0.46
N: -1.669 0.109 -0.415  -0.18
F: -1.951 -1.466 -0.628  -0.36
I: -2.120 0.895 -2.234  0.35
H: -0.292 -0.898 0.619  0.24
H: 0.455 -0.194 -0.639  0.19
H: -0.023 0.671 0.675  0.22

Properties
Orbital gap, Eh: 0.3383

*2*
DFT (ωB97M-V/def2-TZVPD) results for a 2-piece molecular cluster, CH3FIN overall.

Each line ends with the natural charge from an NBO analysis.
Atoms and positions in Å:
C: -0.713 1.247 -0.011  0.09
N: 0.529 -1.501 0.065  -1.06
F: -1.499 1.466 1.022  -0.33
I: 0.643 2.596 -0.445  0.23
H: -0.073 -1.773 -0.595  0.35
H: 1.017 -1.201 -0.723  0.36
H: 0.096 -0.834 0.687  0.36

Properties
Orbital gap, Eh: 0.2969

Most stable structure, least stable structure: *1*, *2*.

*1*
DFT (ωB97M-V/def2-TZVPD) results for a 2-piece molecular cluster, C4H9Cl overall.

Each line ends with the natural charge from an NBO analysis.
Atoms and positions in Å:
C: -0.156 1.438 0.396  -0.65
C: 1.367 -0.564 -0.131  -0.66
C: -1.175 -0.895 -0.098  -0.43
C: -0.027 0.110 -0.405  -0.11
Cl: -1.069 -1.333 1.642  -0.06
H: 0.639 2.074 -0.063  0.22
H: -1.134 1.787 0.434  0.21
H: 0.187 1.288 1.475  0.21
H: 1.726 -0.294 0.889  0.22
H: 2.218 -0.406 -0.851  0.23
H: 1.150 -1.606 -0.156  0.21
H: -2.196 -0.490 -0.366  0.23
H: -1.071 -1.729 -0.947  0.23
H: -0.459 0.620 -1.819  0.16

Properties
Orbital gap, Eh: 0.4132

*2*
DFT (ωB97M-V/def2-TZVPD) results for one molecule with the formula C4H9Cl.

Each line ends with the natural charge from an NBO analysis.
Atoms and positions in Å:
C: -1.044 -0.933 -0.623  -0.62
C: -0.195 -0.001 0.310  -0.26
C: -0.143 1.429 -0.197  -0.62
C: 1.113 -0.575 0.702  -0.29
H: -0.749 -0.887 -1.707  0.21
H: -1.093 -2.007 -0.354  0.22
H: -1.965 -0.374 -0.734  0.21
H: -0.748 -0.001 1.251  0.21
H: -1.175 1.745 -0.391  0.22
H: 0.161 1.972 0.769  0.21
H: 0.689 1.601 -0.922  0.24
H: 1.518 -0.256 1.666  0.22
H: 1.097 -1.652 0.657  0.21
Cl: 2.533 -0.061 -0.427  -0.15

Properties
SMILES: CC(C)CCl
Orbital gap, Eh: 0.4229

Most stable structure, least stable structure: *2*, *1*.